## one
{"formula": "C5H8N2", "method": "ωB97M-V with the def2-TZVPD basis set", "symbols": ["C", "N", "C", "C", "C", "C", "N", "H", "H", "H", "H", "H", "H", "H", "H"], "xyz": [[-2.664, -0.154, -0.048], [-1.426, 0.173, 0.196], [-0.297, -0.695, -0.234], [0.879, 0.197, 0.025], [2.289, -0.167, -0.292], [0.368, 1.249, 0.689], [-1.016, 1.256, 0.841], [-0.460, -1.043, -1.258], [-2.845, -0.997, -0.698], [-3.457, 0.448, 0.370], [-0.296, -1.567, 0.433], [2.974, 0.609, 0.065], [2.457, -0.292, -1.370], [2.577, -1.112, 0.189], [0.918, 2.094, 1.093]], "gap_ev": [7.6, 7.6], "spin_multiplicity": 1, "homo_ev": [-6.9, -6.9]}

***

## two
{"formula": "C5H8N2", "method": "ωB97M-V with the def2-TZVPD basis set", "symbols": ["C", "N", "C", "C", "C", "C", "N", "H", "H", "H", "H", "H", "H", "H", "H"], "xyz": [[-2.417, -0.432, -0.008], [-1.094, -0.049, -0.486], [0.071, -0.961, -0.171], [1.027, -0.011, 0.075], [2.458, -0.308, 0.393], [0.449, 1.310, 0.009], [-0.809, 1.346, -0.322], [-3.152, 0.237, -0.449], [-2.422, -0.330, 1.071], [-2.588, -1.473, -0.277], [-0.976, -0.395, -1.464], [3.151, 0.221, -0.270], [2.629, -1.381, 0.285], [2.714, -0.027, 1.420], [0.959, 2.253, 0.194]], "gap_ev": 9.5, "spin_multiplicity": 1, "homo_ev": -8.7}

***

## three
{"formula": "C5H8N2", "method": "ωB97M-V with the def2-TZVPD basis set", "symbols": ["C", "C", "C", "C", "N", "C", "N", "H", "H", "H", "H", "H", "H", "H", "H"], "xyz": [[1.443, -0.817, -0.719], [1.026, -0.018, 1.471], [0.314, -0.751, 0.337], [-0.830, 0.145, -0.104], [-1.805, -0.239, -1.024], [-0.650, 1.323, 0.501], [0.459, 1.176, 1.399], [1.952, 0.151, -0.791], [2.194, -1.552, -0.413], [1.057, -1.077, -1.706], [-0.003, -1.772, 0.587], [-2.588, 0.404, -1.063], [-2.150, -1.178, -0.865], [-1.200, 2.254, 0.431], [0.783, 1.951, 1.960]], "gap_ev": 9.0, "spin_multiplicity": 1, "homo_ev": -8.1}

***

The structure shown above that is most stable: three.